[1]
117
Properties=species:S:1:pos:R:3 method="wB97M-V/def2-TZVPD" gap_ha="0.2290 / 0.2074" multiplicity=6 homo_ev="-11.422 / -13.874" total_energy_ha=-3136.43517 lumo_energy_ev="-5.19 / -8.23" charge=+2
Ir -0.53026 -0.16212 -0.08564
C 2.51946 0.56572 2.02946
Si 0.67416 0.46860 1.87581
C 0.03456 -0.81284 3.08470
C 0.20899 -0.56836 4.44956
C -0.20922 -1.48419 5.40230
C -0.79175 -2.67907 5.00091
C -0.96127 -2.94712 3.65165
C -0.56838 -2.01397 2.69139
P -0.79011 -2.33453 0.91876
C 0.33985 -3.73134 0.60053
C 0.35090 -4.28666 -0.82629
C 1.10803 -5.62766 -0.84395
C 2.26182 -5.65613 0.17140
C 2.82385 -4.25432 0.37234
C 1.77323 -3.34165 1.02519
C -2.49567 -2.88014 0.53187
C -2.86681 -4.33833 0.82429
C -4.39030 -4.49872 0.69446
C -4.96879 -3.67241 -0.47030
C -3.90413 -3.41764 -1.53132
C -2.78452 -2.54146 -0.95749
C -0.07453 2.15604 2.28080
C 0.62074 3.06296 3.08962
C 0.07316 4.29036 3.43993
C -1.18262 4.64242 2.96862
C -1.87615 3.77630 2.13487
C -1.33654 2.53916 1.78257
P -2.24431 1.40619 0.66139
C -2.56137 2.39547 -0.88549
C -3.79965 3.30176 -1.00944
C -5.09021 2.54415 -1.32380
C -4.92724 1.66139 -2.55646
C -3.75025 0.70905 -2.37185
C -2.46695 1.49672 -2.13008
C -3.78532 0.96175 1.56233
C -4.64782 2.12282 2.07425
C -6.03711 1.57611 2.45381
C -5.95791 0.15248 3.02511
C -4.63223 -0.03960 3.75011
C -3.45144 0.06160 2.76714
H 2.79904 0.69994 3.07766
H 2.94221 1.39246 1.45503
H 2.97988 -0.35896 1.68209
H 0.66744 0.35844 4.77951
H -0.07362 -1.27270 6.45458
H -1.10684 -3.40564 5.73785
H -1.40270 -3.88909 3.35989
H -0.03987 -4.51355 1.27069
H 0.84418 -3.55909 -1.47904
H -0.65263 -4.43490 -1.21993
H 1.48889 -5.80373 -1.85082
H 0.40893 -6.43842 -0.63004
H 3.04011 -6.34065 -0.16313
H 1.91055 -6.04133 1.13310
H 3.12164 -3.84683 -0.59765
H 3.72253 -4.27479 0.98850
H 1.96567 -2.30230 0.73820
H 1.85299 -3.38874 2.11285
H -3.13374 -2.23669 1.14638
H -2.56055 -4.65442 1.81903
H -2.35101 -4.99085 0.11592
H -4.85739 -4.18910 1.63210
H -4.62601 -5.55557 0.56528
H -5.33792 -2.70931 -0.10121
H -5.82917 -4.18177 -0.90186
H -4.32778 -2.94011 -2.41529
H -3.49175 -4.37298 -1.86737
H -3.07741 -1.48661 -1.01491
H -1.88633 -2.63998 -1.56982
H 1.60009 2.80033 3.47229
H 0.62210 4.96592 4.08287
H -1.62127 5.59351 3.24097
H -2.84846 4.07472 1.77001
H -1.67805 3.04770 -0.87209
H -3.59687 3.98226 -1.84432
H -3.92215 3.93730 -0.13397
H -5.89762 3.26253 -1.47103
H -5.38206 1.91718 -0.47608
H -4.75075 2.28748 -3.43680
H -5.84226 1.09981 -2.74669
H -3.63413 0.05556 -3.23762
H -3.95502 0.06200 -1.50857
H -2.27279 2.13606 -2.99756
H -1.59965 0.81763 -2.06337
H -4.36839 0.39079 0.82881
H -4.76215 2.92476 1.34836
H -4.15865 2.55307 2.95119
H -6.68852 1.59387 1.57722
H -6.48593 2.24624 3.18850
H -6.04431 -0.58793 2.22318
H -6.79669 -0.02829 3.69633
H -4.59421 -1.00362 4.25878
H -4.53726 0.72229 4.52800
H -3.17639 -0.93105 2.41993
H -2.57872 0.45852 3.28984
C 3.23183 7.91884 -3.90610
C 2.77194 6.67349 -3.21939
C 3.32920 5.42880 -3.54177
C 2.92519 4.27140 -2.91720
C 3.54091 2.94965 -3.28294
C 1.91117 4.37633 -1.92627
Te 1.25021 2.64825 -1.04027
C 1.33473 5.62251 -1.57236
C 0.25579 5.73383 -0.53552
C 1.77761 6.74394 -2.23666
H 4.04010 7.72341 -4.60607
H 3.57285 8.65200 -3.17314
H 2.40388 8.37685 -4.45129
H 4.10169 5.37865 -4.29908
H 4.30643 3.07763 -4.04482
H 2.79332 2.26115 -3.68602
H 4.01787 2.47590 -2.42138
H 0.29288 4.92785 0.20051
H -0.73192 5.71808 -1.00371
H 0.34539 6.67014 0.01358
H 1.35093 7.70876 -1.98716

[2]
125
Properties=species:S:1:pos:R:3 method="wB97M-V/def2-TZVPD" gap_ha=0.3159 de_lowest_kcal_mol=10.7 multiplicity=1 homo_ev=-10.047 total_energy_ha=-2544.35024 lumo_energy_ev=-1.45 charge=+1
C -5.81188 -37.97737 21.92334
O -6.36539 -38.70906 22.91273
C -7.44092 -38.09744 23.64395
C -7.84344 -38.94950 24.85610
N -9.11601 -38.44108 25.59008
H -9.70500 -38.22565 24.80007
H -9.42188 -39.00355 26.20003
C -8.83389 -37.12440 26.31120
C -8.04714 -37.30732 27.48429
O -7.96328 -36.12170 28.13865
C -6.98614 -36.04990 29.10661
H -6.54876 -37.80021 21.13748
H -4.99120 -38.46302 21.48798
H -5.42573 -37.12736 22.44363
H -8.14326 -38.07689 22.73408
H -6.99579 -37.13068 23.83253
H -6.99306 -38.93773 25.69542
H -7.99077 -40.00056 24.41728
H -9.69377 -36.61910 26.55574
H -8.26385 -36.42354 25.45958
H -7.00431 -37.53586 27.25905
H -8.59480 -37.96006 28.03864
H -7.28764 -36.41584 30.07311
H -6.49991 -35.04094 29.37800
H -6.08774 -36.59770 28.91993
N -6.01126 -43.37618 23.12805
C -4.93951 -44.01520 23.59110
C -4.13693 -43.12362 24.42268
C -4.75621 -41.83692 24.28024
C -5.86484 -42.00948 23.42680
H -6.65341 -43.88605 22.46402
H -4.88571 -45.04019 23.48119
H -3.45324 -43.49968 25.07296
H -4.32164 -40.90634 24.58801
H -6.56598 -41.19272 22.87326
N -12.39763 -37.72926 24.88674
C -11.90493 -38.64599 23.90848
C -11.16720 -37.90677 23.00264
C -11.15655 -36.51232 23.55993
C -11.88623 -36.45209 24.65022
H -12.95452 -38.02784 25.68770
H -12.20743 -39.61486 23.81797
H -10.65787 -38.32438 22.17139
H -10.49702 -35.72050 23.10790
H -12.10632 -35.74902 25.50251
N -7.12613 -42.30923 29.57411
C -6.41273 -42.64389 28.46937
C -5.73954 -41.54186 28.06729
C -6.19662 -40.37484 28.95935
C -7.09297 -40.97591 29.88344
H -7.75072 -43.17155 30.03637
H -6.49566 -43.78745 28.24258
H -4.87551 -41.59859 27.38746
H -5.83953 -39.36362 29.11306
H -7.47321 -40.43290 30.76282
N -8.60016 -33.81936 19.96089
C -8.45257 -35.22620 19.91939
C -7.13025 -35.44262 19.59955
C -6.45874 -34.04174 19.65297
C -7.45220 -33.15046 19.79199
H -9.60509 -33.36525 20.00441
H -9.22854 -35.95976 20.01727
H -6.64733 -36.33055 19.30156
H -5.28071 -33.87231 19.53516
H -7.37129 -32.06655 19.74985
N -8.60843 -41.54596 26.99413
C -9.71274 -40.87480 27.49474
C -10.72143 -40.77627 26.53369
C -10.04597 -41.55554 25.31787
C -8.87943 -42.19759 25.76297
H -7.84788 -41.91586 27.59096
H -9.91197 -40.54116 28.59818
H -11.56808 -40.19180 26.89997
H -10.52197 -41.62187 24.38995
H -8.13923 -42.62656 25.18092
N -12.27724 -36.00187 31.39351
C -11.76826 -37.17820 31.15410
C -11.16232 -37.26258 29.81372
C -11.33820 -35.80718 29.37563
C -12.03108 -35.13952 30.26889
H -12.85389 -35.79141 32.23791
H -11.93893 -37.86536 31.90702
H -10.77757 -37.99567 29.11249
H -10.93759 -35.30154 28.41927
H -12.33710 -34.14417 30.35487
N -4.12929 -40.30038 18.29722
C -4.57404 -39.79282 17.04409
C -4.54685 -38.48679 17.15295
C -4.29300 -38.09501 18.64670
C -3.99716 -39.35152 19.23056
H -4.23830 -41.32766 18.52479
H -4.79589 -40.39782 16.25481
H -4.64906 -37.74260 16.40563
H -4.15778 -37.21188 19.10496
H -3.61874 -39.64234 19.99234
N -7.29922 -34.42248 22.68580
C -8.50305 -34.03089 23.37932
C -8.20382 -33.67501 24.61680
C -6.73846 -33.94650 24.86383
C -6.29672 -34.44161 23.61367
H -7.36194 -34.70203 21.76857
H -9.45944 -34.01751 23.10218
H -8.99152 -33.20329 25.53844
H -6.16162 -33.78627 25.76983
H -5.25339 -34.74707 23.23992
N -9.22407 -35.09755 32.35885
C -8.03957 -34.42340 32.16283
C -7.18493 -34.94080 32.92305
C -7.82179 -35.93255 33.87110
C -9.13336 -35.96438 33.41954
H -9.97249 -35.01898 31.58522
H -8.02034 -33.53770 31.44110
H -6.14310 -34.59999 33.06273
H -7.39633 -36.31588 34.81677
H -9.88648 -36.61761 33.82094
N -7.23642 -39.53285 18.88479
C -7.42724 -40.14027 20.14534
C -8.75434 -40.02469 20.33511
C -9.36820 -39.19607 19.26672
C -8.33553 -38.67890 18.62439
H -6.25016 -39.67430 18.55095
H -6.78242 -40.98692 20.49883
H -9.23743 -40.69032 21.08334
H -10.41291 -39.19108 18.87314
H -8.37675 -37.92754 18.03047

[3]
118
Properties=species:S:1:pos:R:3 method="wB97M-V/def2-TZVPD" gap_ha="0.1656 / 0.2089" de_lowest_kcal_mol=0.0 multiplicity=5 homo_ev="-2.026 / -4.173" total_energy_ha=-3411.33158 lumo_energy_ev="2.48 / 1.51" charge=-1
Rh -0.16405 0.02872 -0.15612
C 0.03633 -0.84894 3.66565
Si 0.14347 0.30648 2.15551
C 1.95661 0.97385 2.29708
C 2.42691 1.62953 3.43774
C 3.72442 2.11211 3.52326
C 4.59871 1.92096 2.46090
C 4.16205 1.25928 1.32259
C 2.84688 0.80153 1.22210
P 2.17667 -0.13734 -0.21414
C 2.99659 -1.79576 0.01109
C 2.35759 -2.50466 1.21176
C 2.81793 -3.95520 1.31478
C 4.33767 -4.04807 1.40600
C 4.99019 -3.31785 0.23632
C 4.51909 -1.86438 0.15417
C 2.83799 0.53113 -1.82895
C 2.46632 -0.50639 -2.92555
C 3.70763 -1.14384 -3.53784
C 4.57270 -0.09251 -4.24757
C 4.52493 1.26017 -3.51561
C 4.27002 1.05433 -2.02309
C -1.04179 1.75395 2.60450
C -1.69682 1.87366 3.83056
C -2.76801 2.74242 4.00821
C -3.21042 3.51568 2.94712
C -2.55759 3.43777 1.72172
C -1.48296 2.57599 1.54758
P -0.49510 2.41526 0.00256
C -1.64123 3.04930 -1.35201
C -2.00430 4.52258 -1.59750
C -0.94828 5.31418 -2.36366
C -0.55149 4.61569 -3.66235
C -0.16061 3.15994 -3.41869
C -1.27019 2.40614 -2.69750
C 0.80192 3.67850 0.49997
C 1.97972 3.83650 -0.46234
C 3.15907 4.60349 0.17556
C 2.72329 5.45608 1.36888
C 1.37854 6.10134 1.05961
C 0.27494 5.03357 1.00989
H 0.38004 -0.36739 4.58789
H 0.65656 -1.73300 3.50134
H -0.98987 -1.19190 3.82042
H 1.75219 1.77618 4.27675
H 4.05782 2.62995 4.41566
H 5.61824 2.28446 2.51782
H 4.85938 1.09901 0.51096
H 2.71544 -2.34991 -0.89354
H 1.27014 -2.45446 1.13965
H 2.64410 -1.96229 2.12289
H 2.46752 -4.50316 0.43206
H 2.34928 -4.43340 2.17908
H 4.66116 -5.09239 1.43414
H 4.67118 -3.58506 2.34248
H 4.72856 -3.83084 -0.69733
H 6.08055 -3.35175 0.32133
H 5.02689 -1.36987 -0.67439
H 4.81514 -1.33822 1.06803
H 2.18074 1.38834 -1.98745
H 1.88588 -0.01314 -3.71124
H 1.79755 -1.26984 -2.52082
H 3.41866 -1.93181 -4.23727
H 4.28460 -1.63558 -2.74753
H 4.22346 0.03531 -5.27568
H 5.60519 -0.44697 -4.31254
H 3.71452 1.87517 -3.92083
H 5.44985 1.81808 -3.67986
H 4.39759 1.99518 -1.48284
H 5.01723 0.36161 -1.63344
H -1.38728 1.24872 4.66197
H -3.26987 2.79738 4.96769
H -4.06307 4.17394 3.06518
H -2.91191 4.04822 0.90057
H -2.55880 2.54904 -1.01739
H -2.26412 5.04184 -0.67523
H -2.91996 4.51364 -2.20405
H -0.06691 5.45244 -1.73634
H -1.33058 6.31658 -2.57936
H 0.26092 5.15984 -4.15275
H -1.40553 4.63665 -4.35015
H 0.75445 3.11459 -2.81908
H 0.06691 2.66791 -4.36868
H -0.98182 1.36393 -2.53613
H -2.16562 2.39834 -3.33220
H 1.21295 3.15669 1.37180
H 1.66763 4.34731 -1.37306
H 2.32026 2.84814 -0.76695
H 3.60427 5.25814 -0.58074
H 3.93692 3.90381 0.48597
H 3.48600 6.20603 1.59291
H 2.62660 4.82914 2.26125
H 1.45048 6.61651 0.09399
H 1.12034 6.86309 1.79932
H -0.55157 5.39779 0.40150
H -0.13173 4.88546 2.01215
Te -2.82036 -0.39283 -0.39244
C 0.81867 -8.85956 -0.29699
C 0.43332 -7.41070 -0.43584
C 0.94554 -6.62577 -1.45765
C 0.58096 -5.28916 -1.61333
C 1.17124 -4.51232 -2.75963
C -0.32674 -4.71491 -0.71645
Te -0.86616 -2.60148 -0.87921
C -0.84933 -5.49309 0.32584
C -1.81198 -4.90858 1.32321
C -0.46291 -6.82326 0.44871
H 1.74976 -9.07052 -0.82451
H 0.04824 -9.51538 -0.71104
H 0.95268 -9.13522 0.75040
H 1.65832 -7.05919 -2.15418
H 2.05481 -5.01616 -3.15618
H 1.44826 -3.50460 -2.45233
H 0.44572 -4.40040 -3.57002
H -1.37445 -4.04278 1.82594
H -2.09156 -5.64841 2.07494
H -2.71686 -4.54924 0.82852
H -0.86872 -7.41540 1.26445

[4]
125
Properties=species:S:1:pos:R:3 method="wB97M-V/def2-TZVPD" gap_ha="0.1879 / 0.1638" multiplicity=1 homo_ev="-16.593 / -16.627" total_energy_ha=-8852.99776 lumo_energy_ev="-11.48 / -12.17" charge=+4
Pb 14.43312 12.56007 13.40607
C 15.56924 13.09744 18.21125
N 15.73478 11.93355 17.37460
C 16.70129 10.94461 17.77857
C 16.55068 9.78332 16.81820
N 15.50759 10.29060 15.91069
C 14.80444 9.36477 15.03328
C 14.97689 11.51683 16.36223
N 14.14629 12.22831 15.60126
C 13.21530 13.23472 16.14590
C 12.17892 13.65348 15.09772
N 12.81853 14.17141 13.92914
C 12.28340 15.13470 13.19127
N 12.99766 15.96336 12.38286
C 14.36768 15.78524 12.04440
C 12.21441 17.19990 12.03756
C 10.80007 16.86841 12.60062
N 10.98900 15.57017 13.19575
C 9.80042 14.91994 13.76909
H 16.25643 12.96443 19.09112
H 14.51698 13.25393 18.52929
H 15.87729 14.05456 17.73720
H 16.52365 10.62418 18.80346
H 17.71504 11.36929 17.78742
H 16.29016 8.80869 17.25219
H 17.41776 9.61835 16.21309
H 15.12052 8.31642 15.17438
H 14.83340 9.69654 14.02143
H 13.76065 9.26439 15.35326
H 13.70315 14.15032 16.49246
H 12.71302 12.78638 17.00694
H 11.52800 14.36074 15.64183
H 11.56516 12.77928 14.91684
H 14.47293 14.74844 11.71877
H 15.08504 15.78517 12.92851
H 14.70195 16.54132 11.33541
H 12.19395 17.32295 10.94718
H 12.62665 18.12848 12.51189
H 10.08364 16.88095 11.77886
H 10.48350 17.57113 13.37583
H 9.14860 14.55286 12.91907
H 9.24564 15.61591 14.37462
H 10.06252 13.96041 14.29846
C 15.61372 9.30303 7.49822
C 15.27728 9.89019 8.85624
Ge 13.32153 10.13860 9.11368
C 12.59847 12.03840 9.04568
C 13.43273 13.19693 9.46228
C 12.12050 9.05472 7.88624
C 11.32100 8.18808 8.58284
Ge 11.88214 8.64951 10.46089
C 10.25711 9.42261 11.20141
C 9.20498 9.89837 10.19522
C 12.79190 7.39812 11.58532
C 11.95416 6.52894 12.49625
C 10.43043 7.14638 8.06204
C 9.61246 6.31418 8.93222
C 8.78926 5.38611 8.29075
C 8.73631 5.29412 6.88665
C 9.55257 6.10381 6.10927
C 10.50525 6.91036 6.74334
H 14.90157 8.50767 7.22988
H 16.59941 8.91674 7.45985
H 15.44645 10.05281 6.68999
H 15.72227 10.93255 8.97082
H 15.58532 9.26035 9.69203
H 11.67209 11.92083 9.59016
H 12.15546 12.12192 8.07292
H 13.94948 13.07006 10.40857
H 12.86034 14.10366 9.56601
H 14.15600 13.43246 8.69153
H 12.09642 9.13974 6.79593
H 10.57317 10.29594 11.81273
H 9.80220 8.66586 11.89062
H 8.44920 9.10066 9.94357
H 9.66616 10.13876 9.22115
H 8.63836 10.81241 10.50956
H 13.44562 8.00755 12.23615
H 13.42715 6.69283 10.99634
H 12.60776 5.92671 13.12792
H 11.26250 5.82890 11.93994
H 11.35545 7.13861 13.17316
H 9.60149 6.42946 10.00644
H 8.15554 4.72864 8.89153
H 8.03446 4.60374 6.38006
H 9.32677 6.20793 5.02848
H 11.29346 7.39763 6.15515
O 16.98769 13.42919 13.65160
H 17.25882 13.62027 14.56859
H 17.63547 12.80832 13.14247
O 16.53997 5.32080 8.52458
H 17.07177 5.13277 9.30818
H 16.22054 4.44396 8.28598
C 21.29051 13.38494 7.52132
C 20.22102 14.08940 8.07304
C 19.46822 13.59582 9.09893
C 19.79171 12.32877 9.63813
C 20.84598 11.59151 9.04637
C 21.55658 12.11406 7.92671
As 18.72327 11.68103 11.14279
C 20.20248 12.33001 12.26510
C 20.53074 13.60631 12.65060
C 21.49444 13.82078 13.62311
C 22.30065 12.75899 14.07602
C 22.11836 11.45295 13.57430
C 20.99141 11.26751 12.78363
C 20.69216 9.93486 12.24182
C 21.43606 8.76585 12.43097
C 21.01261 7.57533 11.83829
C 19.87811 7.57847 11.02892
C 19.27296 8.76436 10.66519
C 19.61276 9.95225 11.28958
H 22.06738 13.84208 6.85571
H 19.91887 15.09763 7.75448
H 18.66504 14.26156 9.50222
H 21.24210 10.76142 9.61412
H 22.32102 11.48400 7.48077
H 20.02428 14.49714 12.23532
H 21.69892 14.84399 13.98533
H 23.14214 12.98338 14.69386
H 22.75315 10.60111 13.83094
H 22.36034 8.75736 12.97390
H 21.69468 6.70258 11.78562
H 19.46302 6.59807 10.68330
H 18.49518 8.67159 9.94684